The following is a DFT calculation (ωB97M-V/def2-TZVPD) of a molecular structure, C27H36BiINO2P3 at a distorted geometry.

Summary:
charge: +2
HOMO level: -13.613 eV

Element x y z (Å)
C: -6.175 -6.732 -1.415
C: -5.389 -5.883 -0.442
H: -6.810 -7.423 -0.846
H: -5.503 -7.321 -2.049
H: -6.820 -6.108 -2.044
O: -5.430 -5.929 0.763
I: -4.022 -4.402 -1.319
Bi: -1.102 -1.214 -0.313
P: -3.134 0.502 -0.097
C: -3.261 1.472 1.439
C: -2.916 1.696 -1.456
H: -3.785 2.369 -1.523
H: -5.520 0.308 -0.526
H: -2.813 1.148 -2.402
H: -4.584 -1.070 -1.214
H: -2.317 2.009 1.618
H: -1.991 2.274 -1.313
C: -4.692 -0.395 -0.354
H: -4.085 2.200 1.359
H: -4.904 -1.022 0.524
H: -3.445 0.798 2.289
P: 0.785 -3.120 -0.081
C: 1.772 -3.165 1.452
C: 0.020 -4.750 -0.341
H: 1.412 -2.769 -2.388
H: 2.675 -3.692 -1.516
H: 2.514 -1.909 -1.300
C: 1.968 -2.852 -1.444
H: -0.660 -4.694 -1.202
H: 0.789 -5.516 -0.518
H: 2.576 -3.916 1.367
H: 1.124 -3.417 2.305
H: -0.587 -5.018 0.535
H: 2.216 -2.174 1.633
C: -1.145 -1.326 2.128
O: -0.816 -0.997 3.179
N: 0.314 0.347 -0.570
P: 1.300 1.500 -0.069
C: 2.959 1.347 -0.785
C: 2.991 0.651 -2.000
C: 4.204 0.476 -2.677
C: 5.386 1.017 -2.153
C: 5.340 1.746 -0.958
C: 4.130 1.931 -0.273
C: 0.843 3.183 -0.561
C: 0.867 4.316 0.268
C: 0.468 5.554 -0.251
C: 0.147 5.701 -1.605
C: 0.198 4.581 -2.444
C: 0.535 3.328 -1.925
C: 1.603 1.550 1.696
C: 2.663 0.815 2.258
C: 2.802 0.766 3.649
C: 1.892 1.433 4.478
C: 0.817 2.129 3.913
C: 0.664 2.185 2.526
H: 2.061 0.229 -2.392
H: 4.224 -0.098 -3.605
H: 6.341 0.861 -2.668
H: 6.258 2.163 -0.544
H: 4.107 2.504 0.658
H: 1.179 4.234 1.310
H: 0.399 6.412 0.417
H: -0.150 6.677 -2.003
H: -0.041 4.677 -3.504
H: 0.560 2.454 -2.582
H: 3.405 0.329 1.617
H: 3.640 0.217 4.083
H: 2.023 1.419 5.565
H: 0.091 2.642 4.549
H: -0.164 2.761 2.097